This record from OMol25 describes 3 unconnected molecules or ions with the total composition C21H45B2BrCl2N6O7P at a distorted geometry. The level of theory is ωB97M-V/def2-TZVPD.

Geometry as XYZ:
```
85
Properties=species:S:1:pos:R:3:forces:R:3:mulliken_charge:R:1
C 2.5628 -3.2917 0.9377 -2.90 3.41 -0.02 -0.75
C 1.8443 -2.2591 1.2638 1.69 -3.92 0.68 -0.41
C 0.8249 -1.2807 2.0576 -0.86 -2.12 -0.44 -0.15
P 1.4361 0.5759 2.0215 1.43 -2.58 -3.08 1.83
N 2.8754 -0.1619 1.1772 0.95 0.51 0.50 -0.86
C 2.2855 2.2143 1.5623 -0.34 2.74 -0.09 -0.99
N 3.6186 2.4782 2.2069 0.50 1.16 -1.14 -0.05
C 3.9635 3.9546 2.0935 0.13 0.07 0.76 -0.73
C 2.2547 0.3365 3.7647 0.38 2.17 3.99 0.10
Cl 3.1473 -1.2349 4.2207 -1.03 1.62 -0.96 -0.19
C 2.2223 1.2888 4.8176 -0.20 -1.48 -2.37 -0.02
C 1.5485 2.7162 4.7085 -0.27 0.56 1.78 -0.35
Cl 3.0538 0.9053 6.4382 -1.02 0.75 -1.63 -0.27
O 0.7901 0.5180 0.3674 -2.28 0.51 0.10 -0.60
C -0.5793 1.0261 0.2041 0.35 1.20 -0.87 -0.43
B -0.2978 2.2467 -0.8861 0.19 0.77 -0.84 0.96
N 0.9526 2.1958 -1.7378 -2.14 -0.66 -0.11 -0.67
O -1.1986 3.3556 -1.1317 1.70 -0.01 1.01 -0.73
B -1.4825 0.0396 -0.7748 -0.92 -0.80 0.31 0.36
N -1.9499 0.5462 -2.1382 0.46 -1.54 0.96 -0.41
O -1.9063 -1.2989 -0.4221 1.84 1.07 -0.65 -0.70
C -1.1640 1.4102 1.6602 -1.07 -0.49 1.85 0.98
C -1.8821 2.8399 1.8801 0.63 1.08 -0.47 -1.20
C -0.9016 4.0907 2.0619 -0.78 0.30 0.14 0.32
O -1.7452 5.3034 1.9816 -0.34 -0.83 -0.04 -0.65
C -2.2806 0.4011 2.3265 1.59 -1.80 0.74 -1.09
Br -4.1451 0.7363 1.6494 0.72 -0.16 0.04 -0.15
C -2.1959 0.4026 3.9601 -1.36 0.96 0.08 0.35
C -3.6074 -0.0426 4.6442 1.17 -0.11 0.38 -1.26
O -0.0788 1.2312 2.5980 -0.04 0.48 -0.95 -0.36
H 3.1665 -4.0537 0.3256 -1.18 1.85 1.47 0.32
H -0.1699 -1.4135 1.4770 1.55 0.40 0.97 0.02
H 0.5990 -1.6528 3.1213 0.62 0.10 -1.48 0.49
H 3.7297 -0.0971 1.7397 -0.23 -0.06 -0.63 0.20
H 2.9763 0.2123 0.2265 0.16 -0.13 0.76 0.28
H 2.4561 2.3320 0.4201 -0.85 -0.62 1.75 0.49
H 1.6259 3.1211 1.8531 0.91 -1.30 -0.34 -0.32
H 4.3465 2.0219 1.6228 -0.98 0.10 0.65 0.37
H 3.2133 4.5303 1.4480 1.13 -0.75 0.68 0.21
H 3.9532 4.4292 3.1494 0.02 -0.61 -1.64 0.19
H 5.0227 4.0638 1.6782 -1.43 0.04 0.50 0.33
H 1.9937 3.4305 3.9396 -0.46 -1.42 0.84 0.02
H 1.7040 3.2436 5.7316 -0.12 -0.91 -1.63 0.40
H 0.3955 2.7004 4.5892 2.03 -0.42 -0.08 -0.16
H 0.8361 2.7937 -2.5708 0.01 -0.36 0.62 0.21
H 1.0098 1.2194 -2.1003 0.56 0.96 0.69 0.20
H -0.6793 4.1982 -1.0776 -0.76 -1.04 -0.33 0.30
H -1.9609 -0.3299 -2.7156 -0.40 1.03 0.32 0.15
H -2.9430 0.7853 -1.9817 0.52 0.07 -0.27 0.20
H -1.4493 -1.9466 -1.0034 -0.68 0.39 0.45 0.26
H -2.5749 2.8683 2.8107 1.29 -0.41 -1.43 0.44
H -2.5709 3.0909 0.9815 1.32 -0.56 1.33 0.59
H -0.4092 4.1354 3.0970 -0.60 -0.39 -1.58 -0.03
H -0.1031 4.2209 1.2587 -1.06 -0.50 1.04 -0.05
H -2.6908 5.0341 1.8916 1.28 0.13 0.09 0.41
H -2.0786 -0.7038 2.0454 -0.42 1.96 0.09 0.46
H -1.3448 -0.2632 4.3284 -1.19 0.89 -0.85 0.18
H -1.9928 1.4737 4.3493 -0.11 -1.75 -0.72 0.08
H -4.0318 -0.9775 4.1180 0.47 1.60 0.94 0.29
H -3.3627 -0.2874 5.7468 -0.49 0.21 -1.70 0.40
H -4.3373 0.8378 4.6650 0.89 -1.45 -0.31 0.27
C -2.9991 -1.8681 -5.3768 0.13 0.35 -0.33 0.07
O -2.3374 -1.9155 -4.3570 0.02 0.12 -0.19 -0.58
N -2.7870 -1.0067 -6.4125 -0.34 -0.62 0.45 0.14
C -3.6192 -1.0098 -7.5974 0.23 0.13 0.13 -0.94
C -1.6933 -0.0572 -6.3240 0.09 -0.07 0.33 -0.87
H -3.8525 -2.5450 -5.5446 -0.03 0.02 -0.09 0.26
H -2.9944 -1.2160 -8.4705 -0.18 0.03 -0.10 0.34
H -4.0874 -0.0280 -7.7060 -0.08 -0.09 -0.17 0.34
H -4.3975 -1.7715 -7.5265 0.11 0.06 0.07 0.29
H -0.7539 -0.6033 -6.2070 0.02 0.18 0.02 0.28
H -1.8405 0.5781 -5.4468 0.18 0.03 -0.07 0.26
H -1.6491 0.5610 -7.2217 -0.10 -0.13 0.07 0.37
C 3.1462 -5.4170 -2.9385 -0.44 0.12 0.17 0.06
O 3.5811 -4.2818 -2.9739 -0.24 -0.26 -0.01 -0.56
N 1.8747 -5.7651 -2.5856 0.77 -0.15 -0.28 0.24
C 1.4336 -7.1435 -2.5696 -0.06 0.32 0.07 -0.93
C 0.9344 -4.7232 -2.2143 0.24 0.33 0.02 -0.78
H 3.7741 -6.2847 -3.2009 -0.05 -0.13 0.02 0.27
H 0.5959 -7.2573 -3.2631 -0.01 -0.20 0.07 0.32
H 1.1090 -7.4016 -1.5581 -0.05 -0.18 -0.10 0.32
H 2.2399 -7.8156 -2.8691 -0.02 0.12 0.02 0.30
H 0.8206 -4.0305 -3.0523 -0.10 0.04 0.13 0.30
H 1.3298 -4.1736 -1.3560 -0.20 0.09 -0.04 0.03
H -0.0349 -5.1543 -1.9595 0.16 -0.06 -0.05 0.37
```
Positions in Å, forces in eV/Å.

Net charge: -1
HOMO in eV: -4.017
LUMO in eV: 1.947
E in eV: -151506.401
Frontier orbital gap in eV: 5.964